{
  "formula": "C7H10N5O",
  "method": "ωB97M-V/def2-TZVPD",
  "symbols": ["C", "C", "C", "C", "C", "C", "C", "N", "N", "N", "N", "N", "O", "H", "H", "H", "H", "H", "H", "H", "H", "H", "H"],
  "xyz": [[-2.4423, -1.2199, 0.2346], [0.9493, 0.7146, -0.0332], [-1.4824, -0.4943, 1.1530], [-0.9479, 0.6279, 0.3468], [-1.9660, 1.1049, -0.5387], [3.1492, -0.2032, -0.2006], [1.2041, -1.5915, -0.3782], [-1.4302, -1.8871, 0.6139], [-3.1116, 0.5977, -0.7551], [-3.3592, -0.7735, -0.5853], [1.7337, -0.2731, -0.1038], [-1.4610, 2.0042, 0.3616], [1.4958, 1.9164, 0.0698], [-1.3322, -0.3902, 2.1360], [3.4207, 0.6069, -0.9052], [3.6242, -0.0082, 0.7928], [3.7175, -1.0678, -0.6356], [0.0570, -1.6550, -0.4428], [1.5649, -1.8508, -1.4102], [1.5898, -2.2514, 0.3301], [-3.8907, 1.0219, -1.3070], [-2.0854, 2.4261, 1.0699], [1.0027, 2.6454, 0.1873]],
  "total_energy_ev": -16903.588,
  "charge": 1,
  "gap_ev": [7.67, 7.68]
}

{
  "formula": "C5H15N2",
  "method": "ωB97M-V/def2-TZVPD",
  "symbols": ["C", "N", "C", "C", "C", "C", "N", "H", "H", "H", "H", "H", "H", "H", "H", "H", "H", "H", "H", "H", "H", "H"],
  "xyz": [[-2.7028, 0.1955, 0.3330], [-1.2537, -0.0187, 0.1287], [-0.4828, -0.9870, 0.9931], [0.9194, -1.4274, 0.4411], [1.4104, -0.6912, -0.8853], [1.5561, 0.8968, -0.9393], [0.9525, 1.7590, 0.0875], [-2.9105, 1.1258, -0.2324], [-2.7498, 0.4293, 1.3787], [-3.2536, -0.7397, -0.0158], [-1.0563, -0.4076, -0.8287], [-0.6929, 0.9563, 0.0279], [-0.4128, -0.5768, 1.9830], [-1.1817, -1.8450, 0.9749], [1.6787, -1.4289, 1.2263], [0.7658, -2.4972, 0.2484], [0.7564, -0.9776, -1.7099], [2.5271, -0.8427, -1.0198], [1.2530, 1.3497, -1.8855], [2.6063, 1.1236, -0.8096], [1.6055, 1.8921, 0.8376], [0.6654, 2.7116, -0.3338]],
  "total_energy_ev": -8401.039,
  "smiles": "C[NH2+]CCCCN",
  "charge": 1,
  "gap_ev": 10.86
}